1.
ORCA calculation (ωB97M-V/def2-TZVPD) on C53H55ClN2NaO4P2Si as an isolated structure.

Atoms and positions in Å:
Na 0.975 -0.181 -0.401
C 4.226 1.735 0.282
C 5.227 0.690 -0.234
C 6.470 0.753 0.656
C 5.609 1.053 -1.674
Si 4.251 -0.964 -0.307
O 2.852 -0.726 -0.993
C 5.258 -2.323 -1.188
C 4.520 -3.239 -1.947
C 5.124 -4.318 -2.578
C 6.496 -4.508 -2.471
C 7.253 -3.609 -1.732
C 6.637 -2.534 -1.101
C 4.038 -1.697 1.450
C 2.763 -2.173 1.782
C 2.494 -2.761 3.012
C 3.509 -2.906 3.946
C 4.788 -2.460 3.639
C 5.042 -1.863 2.412
H 4.687 2.733 0.299
H 3.895 1.499 1.300
H 3.343 1.768 -0.359
H 6.943 1.741 0.565
H 7.224 0.011 0.386
H 6.217 0.610 1.708
H 6.038 2.065 -1.714
H 4.731 1.026 -2.325
H 6.349 0.358 -2.082
H 3.450 -3.080 -2.045
H 4.526 -5.012 -3.158
H 6.972 -5.349 -2.962
H 8.325 -3.747 -1.646
H 7.254 -1.853 -0.527
H 1.962 -2.081 1.058
H 1.486 -3.092 3.238
H 3.307 -3.358 4.910
H 5.589 -2.573 4.362
H 6.055 -1.542 2.197
C -0.545 -1.856 6.097
C 0.498 -0.932 5.536
C 1.722 -0.753 6.156
C 2.676 0.089 5.605
Cl 4.208 0.291 6.418
C 2.431 0.754 4.423
C 1.200 0.598 3.795
C 0.238 -0.234 4.350
O -0.999 -0.436 3.822
C -1.389 0.413 2.758
C -0.711 0.157 1.400
O -0.436 -1.019 1.091
O -0.525 1.181 0.691
H -0.182 -2.343 7.002
H -0.814 -2.622 5.367
H -1.462 -1.312 6.333
H 1.943 -1.283 7.075
H 3.191 1.386 3.984
H 1.017 1.119 2.865
H -1.245 1.460 3.037
H -2.457 0.230 2.623
C -3.130 -0.534 -0.509
P -1.683 -0.268 -1.646
C -2.096 -1.508 -2.952
C -2.996 -1.345 -4.005
C -3.241 -2.377 -4.897
C -2.599 -3.600 -4.745
C -1.705 -3.780 -3.700
C -1.450 -2.737 -2.818
C -2.039 1.338 -2.463
C -2.407 2.433 -1.681
C -2.481 3.706 -2.227
C -2.176 3.914 -3.566
C -1.786 2.836 -4.348
C -1.712 1.564 -3.800
P -4.835 -0.876 -1.111
C -5.704 -1.069 0.507
C -7.095 -0.930 0.524
C -7.818 -1.110 1.691
C -7.166 -1.448 2.872
C -5.791 -1.609 2.867
C -5.066 -1.423 1.694
C -5.473 0.795 -1.550
C -5.577 1.833 -0.625
C -6.079 3.067 -1.000
C -6.479 3.286 -2.314
C -6.386 2.261 -3.243
C -5.891 1.020 -2.857
H -3.127 0.256 0.247
H -2.828 -1.454 0.001
H -3.511 -0.399 -4.127
H -3.942 -2.231 -5.710
H -2.790 -4.405 -5.443
H -1.194 -4.727 -3.578
H -0.735 -2.870 -2.013
H -2.597 2.294 -0.624
H -2.783 4.540 -1.603
H -2.239 4.907 -3.994
H -1.527 2.987 -5.390
H -1.362 0.744 -4.413
H -7.615 -0.663 -0.390
H -8.894 -0.988 1.681
H -7.729 -1.587 3.786
H -5.271 -1.876 3.778
H -3.993 -1.563 1.717
H -5.270 1.668 0.403
H -6.153 3.865 -0.271
H -6.860 4.255 -2.611
H -6.698 2.425 -4.267
H -5.827 0.212 -3.578
C 0.360 4.420 -0.052
N 1.136 4.117 -1.248
C 1.322 5.180 -2.218
C 1.102 2.861 -1.683
N 1.011 1.769 -2.045
H 0.833 5.248 0.476
H 0.335 3.543 0.592
H -0.670 4.693 -0.305
H 1.868 6.001 -1.752
H 0.361 5.554 -2.590
H 1.901 4.805 -3.059

Atomic forces in eV per Å
Na -0.053 0.249 -0.567
C 0.001 -0.035 -0.032
C 0.000 0.039 0.052
C -0.023 -0.011 -0.034
C -0.024 -0.019 -0.004
Si -0.015 -0.068 0.177
O 0.627 -0.418 -0.033
C 0.038 0.035 -0.126
C 0.019 0.039 -0.023
C 0.030 0.014 0.001
C -0.014 0.010 0.012
C -0.023 0.013 -0.010
C -0.056 -0.046 0.007
C -0.101 0.022 0.063
C 0.100 0.100 0.022
C 0.005 0.021 -0.010
C -0.019 0.020 0.008
C -0.018 0.023 0.006
C 0.002 -0.053 -0.108
H -0.001 -0.008 0.010
H 0.016 0.011 -0.008
H 0.009 0.016 0.000
H -0.003 -0.002 0.000
H 0.010 0.008 -0.005
H -0.004 -0.006 0.013
H -0.002 -0.003 -0.002
H 0.017 0.004 0.016
H -0.002 0.013 0.011
H 0.025 0.004 0.013
H -0.002 0.003 0.004
H 0.001 0.002 -0.001
H 0.001 0.004 0.003
H 0.002 0.001 0.013
H -0.014 -0.006 0.041
H 0.011 -0.009 -0.006
H -0.003 0.001 0.003
H 0.003 0.006 0.009
H 0.015 0.014 -0.007
C 0.020 0.029 -0.018
C -0.002 -0.051 0.020
C 0.030 -0.026 0.027
C 0.013 -0.021 -0.033
Cl -0.023 -0.022 -0.027
C -0.004 0.022 0.002
C -0.004 -0.008 -0.021
C -0.015 0.029 0.011
O 0.017 -0.047 -0.088
C -0.119 0.088 0.004
C -0.111 -0.142 0.344
O -0.098 -0.003 0.506
O -0.068 0.178 0.247
H -0.002 0.002 -0.004
H 0.005 0.002 0.011
H 0.005 -0.010 -0.001
H -0.007 0.006 -0.007
H 0.002 -0.012 -0.001
H 0.012 -0.005 0.008
H 0.003 0.007 -0.014
H -0.025 0.039 0.038
C 0.093 -0.032 0.052
P -0.391 -0.036 -0.711
C 0.042 0.004 0.055
C -0.058 0.000 0.027
C 0.002 0.022 0.019
C 0.012 0.011 0.010
C -0.011 0.002 -0.006
C -0.015 0.051 -0.003
C -0.046 -0.021 0.066
C -0.003 -0.020 0.000
C -0.060 -0.029 -0.016
C -0.019 -0.023 0.007
C -0.013 0.020 0.022
C 0.043 -0.027 0.008
P -0.069 0.002 -0.039
C 0.027 -0.035 -0.011
C 0.009 0.006 -0.002
C 0.015 -0.009 0.017
C -0.008 0.012 -0.027
C 0.001 -0.006 -0.010
C -0.012 0.004 -0.027
C 0.034 -0.003 0.032
C 0.000 0.005 0.013
C 0.023 0.019 -0.007
C 0.023 -0.018 -0.024
C 0.026 0.001 0.027
C 0.041 0.023 -0.008
H 0.051 0.005 -0.015
H 0.044 0.051 0.082
H 0.007 -0.008 -0.003
H 0.007 -0.002 0.003
H -0.003 0.003 0.010
H 0.002 0.009 0.005
H 0.009 -0.020 -0.020
H -0.004 0.014 -0.007
H -0.007 -0.013 -0.009
H 0.001 -0.002 0.002
H 0.008 -0.008 0.003
H -0.018 0.010 -0.003
H 0.001 0.005 0.008
H 0.002 0.002 -0.004
H 0.000 -0.002 -0.008
H 0.011 0.002 -0.014
H 0.017 0.015 0.037
H -0.005 -0.002 -0.009
H 0.002 -0.007 -0.001
H -0.009 -0.008 0.005
H 0.003 -0.003 0.000
H -0.005 0.013 0.001
C -0.032 0.010 0.061
N 0.236 -0.072 0.149
C -0.065 -0.015 -0.023
C -0.440 0.100 -0.145
N 0.282 -0.030 -0.062
H 0.020 0.009 -0.003
H -0.032 -0.029 -0.027
H 0.034 0.013 -0.004
H -0.004 0.005 0.007
H -0.004 -0.012 -0.003
H 0.016 0.002 0.008

Calculated values
E_LUMO	1.999	eV
energy above the lowest of the compared OMol25 structures with the same formula, charge and spin	0.0	kcal per mole
Kohn-Sham gap	0.2781	hartree
total charge	-1

Atom charges from the Löwdin analysis, given in e for atoms 1 to 6: 0.177, -0.099, -0.591, -0.104, -0.102, 0.421

***

2.
ORCA calculation (ωB97M-V/def2-TZVPD) on C17H13IN4O2Rh as an isolated structure at a distorted geometry.

Atoms and positions in Å:
Rh 0.581 -0.247 -1.717
O 2.580 -0.309 -1.246
C 3.285 -0.714 -0.269
C 4.706 -0.606 -0.369
C 5.527 -0.966 0.659
C 4.986 -1.469 1.853
C 3.624 -1.615 1.987
C 2.733 -1.247 0.966
C 1.339 -1.444 1.184
N 0.382 -1.036 0.405
N -0.880 -1.219 0.664
C -1.724 -1.149 -0.374
O -1.279 -1.081 -1.562
C -3.150 -1.141 -0.089
C -3.605 -1.086 1.235
C -4.952 -0.945 1.489
C -5.856 -0.872 0.435
C -5.416 -0.985 -0.878
C -4.069 -1.118 -1.146
H 5.096 -0.204 -1.292
H 6.596 -0.871 0.550
H 5.644 -1.741 2.663
H 3.218 -2.018 2.904
H 1.066 -1.995 2.083
H -2.882 -1.139 2.035
H -5.305 -0.888 2.506
H -6.904 -0.721 0.637
H -6.128 -0.957 -1.689
H -3.710 -1.193 -2.161
I -0.557 5.980 -2.398
C 0.142 4.158 -1.664
C 0.992 3.956 -0.592
N 1.165 2.629 -0.485
N 0.480 1.971 -1.426
C -0.150 2.880 -2.154
H 1.460 4.660 0.064
H 1.742 2.133 0.180
H -0.775 2.609 -2.987

Atomic forces in eV per Å
Rh 0.088 0.303 0.394
O 0.409 -0.133 -0.229
C 0.178 0.187 0.157
C 0.218 0.052 0.043
C -0.271 0.245 -0.735
C -0.830 -0.289 0.545
C 0.853 -0.161 0.361
C -0.903 0.055 -0.515
C 0.631 -0.301 0.991
N -0.187 0.870 -2.383
N -0.107 -0.741 1.984
C 0.530 0.288 -0.139
O -0.421 -0.123 -0.531
C -0.332 -0.068 -0.050
C 0.242 0.002 -0.205
C -0.176 0.019 -0.076
C 0.174 -0.021 0.012
C -0.070 0.015 0.035
C 0.241 0.039 0.149
H 0.030 -0.011 -0.079
H 0.117 0.037 -0.006
H 0.006 -0.063 0.099
H -0.034 -0.021 0.056
H -0.144 0.108 0.060
H -0.023 0.006 0.071
H -0.036 0.025 0.118
H -0.127 -0.067 0.029
H -0.038 0.015 -0.058
H 0.023 0.017 -0.070
I 0.188 -0.469 0.201
C -0.103 0.490 -0.073
C -0.327 0.055 -0.408
N 0.114 0.142 0.148
N -0.011 -0.934 -0.093
C 0.160 0.445 0.239
H 0.124 0.081 0.177
H -0.152 0.005 -0.189
H -0.035 -0.096 -0.028

Calculated values
E_LUMO (spin up / spin down)	-3.509 / -6.086	eV
⟨S²⟩	6.0679
spin multiplicity	5
Kohn-Sham gap (spin up / spin down)	0.2907 / 0.1984	hartree
total charge	+1

Atom charges from the Löwdin analysis, given in e for atoms 1 to 6: 1.201, -0.150, -0.320, 0.009, -0.037, -0.042

***

3.
ORCA calculation (ωB97M-V/def2-TZVPD) on a 40-piece molecular cluster, H80O40 overall at a distorted geometry.

Atoms and positions in Å:
H -2.944 1.393 -0.839
H -3.091 0.529 0.351
O -2.638 0.507 -0.378
H -2.362 -5.531 -2.261
H -3.318 -4.306 -2.453
O -3.115 -4.994 -1.899
H 5.085 0.679 0.835
H 4.381 0.723 1.852
O 5.157 0.135 1.728
H -5.177 1.456 -1.171
H -5.476 1.098 0.183
O -4.680 1.495 -0.345
H -2.139 -1.741 -5.426
H -0.694 -1.443 -5.171
O -1.526 -1.051 -5.414
H 5.497 -2.449 -1.816
O 5.359 -1.672 -2.454
H -3.652 3.573 0.111
O -3.593 4.356 -0.231
H 3.005 1.683 2.454
H 2.345 2.611 3.301
O 3.236 2.440 2.952
H -3.537 -5.010 3.348
H -3.224 -4.712 1.977
O -3.854 -5.186 2.420
H 0.761 -0.013 -3.728
H -0.197 0.662 -4.765
O 0.787 0.773 -4.452
H -0.788 2.190 -2.298
H 0.030 0.946 -2.514
O -0.762 1.219 -2.170
H 1.740 -1.755 -2.762
O 0.970 -1.698 -3.145
H -2.610 3.349 2.106
H -1.655 3.246 3.470
O -1.736 3.163 2.505
H -4.250 0.780 5.311
H -4.586 1.957 4.652
O -3.884 1.650 5.131
H 2.602 4.400 -1.432
H 3.410 5.732 -1.674
O 2.577 5.473 -1.395
H 0.471 5.336 3.709
H 1.549 4.425 4.681
O 0.622 4.623 4.260
H 0.113 1.899 0.195
H 0.012 2.446 1.693
O 0.402 1.940 1.087
H -0.747 3.608 -1.934
H 0.704 3.804 -1.134
O -0.260 3.893 -1.110
H -2.033 -0.264 3.892
O -2.798 0.230 3.533
H 4.188 -1.270 1.934
H 2.962 -1.692 2.658
O 3.621 -2.031 2.008
H 4.056 -1.438 -0.134
O 3.427 -1.483 -0.849
H 0.251 -1.022 5.582
H 0.455 -2.483 6.068
O 0.638 -1.940 5.279
H -3.969 -0.992 -1.142
H -5.249 -1.070 -0.563
O -4.396 -1.223 -0.328
H -1.764 -3.559 -0.859
H -3.055 -3.395 -0.381
O -2.263 -2.881 -0.456
H 3.235 0.817 -0.279
H 4.354 1.420 -1.159
O 4.051 1.312 -0.236
H 5.467 -2.747 1.430
H 6.276 -1.733 1.052
O 6.087 -2.629 0.694
H 1.373 -2.595 3.643
H 0.882 -3.101 2.263
O 1.673 -3.308 2.977
H 0.140 -0.913 1.101
H -0.942 -1.911 1.530
O -0.305 -1.462 1.763
H -0.297 -4.862 3.333
H -0.687 -5.105 1.707
O -0.975 -5.165 2.764
H -2.403 1.886 -5.174
H -3.920 2.297 -5.216
O -3.088 2.704 -4.971
H -3.763 2.723 -3.352
H -3.991 3.532 -1.754
O -4.335 2.786 -2.543
H -3.965 -0.735 -2.906
O -2.995 -0.458 -2.777
H -1.380 -0.690 -0.895
H -0.141 0.039 -1.076
O -0.359 -0.863 -1.009
H -2.673 1.096 3.244
H 4.489 -1.545 -2.700
H 2.541 -1.478 -0.399
H -2.760 4.801 -0.340
H 0.182 -1.982 -2.663
H -2.540 -0.269 -3.498
O -1.042 0.369 5.964
H -1.058 1.128 5.239
H -1.891 0.503 6.476
O 2.398 2.910 -1.670
H 2.233 2.606 -0.764
H 2.907 2.307 -2.219
O 1.793 0.075 3.077
H 1.615 0.682 3.745
H 1.227 -0.719 3.104
O -0.109 3.564 -3.573
H 0.461 4.343 -3.553
H -0.871 3.990 -3.805
O 0.228 -5.058 -1.143
H -0.061 -5.875 -1.223
H 1.200 -4.973 -1.044
O 2.858 -3.790 -1.754
H 3.095 -3.094 -1.111
H 3.618 -4.248 -2.237
O 3.348 1.033 -3.606
H 2.690 0.531 -4.149
H 4.073 1.399 -4.153

Atomic forces in eV per Å
H 1.398 -3.221 1.077
H -3.905 -0.310 6.381
O 5.141 3.000 -7.096
H -1.250 1.115 0.247
H -0.434 2.491 -2.388
O 1.573 -3.892 1.866
H 1.581 -1.968 0.708
H 0.131 -0.811 2.107
O -0.906 2.702 -2.309
H 0.872 0.818 -0.961
H 2.485 1.050 -0.335
O -5.540 -0.370 1.954
H -1.544 -1.742 -0.055
H 0.758 -0.352 0.193
O 0.894 2.179 -0.060
H -0.837 1.891 -1.408
O 4.306 -1.696 1.351
H 0.356 -7.186 3.224
O -1.134 7.485 -3.738
H -0.277 -1.444 -1.080
H 0.400 0.606 -0.057
O -0.413 1.260 1.079
H -0.641 -0.593 -1.278
H 2.595 1.828 -2.209
O -2.064 -1.276 3.444
H 0.454 1.510 -2.320
H 2.820 0.548 0.559
O -3.016 -2.796 1.280
H 0.465 -1.513 -0.146
H 3.013 -0.408 -1.834
O -3.419 2.458 1.114
H 6.062 -1.233 3.924
O -6.707 1.151 -5.055
H 0.711 0.064 1.182
H -0.830 0.434 -0.550
O 0.087 -0.277 -0.343
H 0.685 -0.529 0.145
H -2.758 2.088 -2.112
O 1.541 -0.593 2.756
H 0.272 3.373 -0.218
H 2.521 0.837 -0.773
O -2.524 -3.437 0.750
H 0.757 2.401 -1.589
H -2.662 1.672 -1.850
O 1.908 -4.218 3.440
H -1.509 0.819 -0.602
H -3.353 3.449 2.722
O 4.870 -4.298 -2.519
H 2.167 1.155 1.553
H -0.796 -0.041 -0.984
O -1.873 0.173 0.880
H -0.319 1.059 -0.819
O -0.420 -3.953 0.267
H 0.833 0.837 -0.125
H 0.693 -0.964 -0.706
O -0.894 0.103 0.542
H 0.614 -0.118 0.692
O -2.612 0.675 0.364
H 0.846 -2.400 -0.889
H 0.244 0.091 -0.612
O -1.221 2.417 1.563
H 1.550 0.285 -0.074
H -4.375 0.391 -0.469
O 2.119 -1.640 1.105
H 1.820 -0.929 -0.762
H -1.301 0.148 0.470
O -0.133 0.943 0.721
H -0.182 -0.587 -0.208
H -0.158 -0.370 0.649
O 0.512 0.872 -0.786
H -0.648 -1.433 -0.177
H 0.823 -0.135 -1.112
O -0.259 1.496 1.135
H 0.624 -1.941 -0.726
H 2.943 -0.713 2.333
O -4.288 2.121 -1.054
H -1.123 -0.509 -0.386
H -10.191 -6.699 -4.726
O 11.082 7.092 5.222
H 1.711 0.708 0.264
H -0.608 -0.053 4.621
O -0.884 -0.518 -4.988
H -2.453 3.162 0.800
H -0.457 0.022 -0.269
O 3.035 -3.273 -0.900
H -0.185 0.676 1.347
H -1.113 -2.700 -3.529
O 1.265 2.356 2.248
H 2.672 0.863 -0.777
O -5.674 -2.273 5.493
H 2.073 -0.688 -0.016
H 0.594 1.606 0.015
O -2.454 -1.931 0.973
H 1.299 1.858 -0.483
H -2.756 -0.115 -0.200
H 1.095 0.046 -0.192
H 0.876 -0.599 0.427
H 0.834 0.186 0.963
H 2.734 1.146 -5.595
O -1.022 2.554 -1.426
H -0.217 -2.367 2.457
H 1.390 -0.099 -0.994
O -0.946 0.500 0.458
H 0.591 -0.460 -0.276
H -0.157 -0.636 -0.266
O 0.877 -2.005 -2.125
H -0.777 0.944 1.956
H -0.309 0.861 0.200
O 2.760 -0.898 -0.364
H 0.785 -0.277 0.380
H -3.826 1.382 -1.512
O 1.990 6.597 0.775
H -1.432 -6.185 -0.441
H -0.596 -0.288 -0.372
O 0.266 -1.933 -1.271
H 1.035 -0.428 -0.621
H -1.358 1.473 1.554
O 0.438 -0.053 -0.024
H 0.792 1.038 0.124
H -0.899 -0.688 0.090

Calculated values
E_LUMO	-0.497	eV
energy above the lowest of the compared OMol25 structures with the same formula, charge and spin	389.7	kcal per mole
Kohn-Sham gap	0.3477	hartree

Atom charges from the Löwdin analysis, given in e for atoms 1 to 6: 0.099, -0.061, -0.079, 0.081, -0.009, -0.019

***

no.,total energy (Eh)
1,-4058.0205
2,-1433.0302
3,-3057.1364